(1)
{"formula": "C11H16FNOSi", "method": "wB97M-V/def2-TZVPD", "homo_energy_ha": -0.326, "smiles": "CC/[Si](C)=N/C(C)=O.Fc1ccccc1", "orbital_gap_ev": 9.076, "e_tot_ev": -25797.403, "elements": ["C", "C", "Si", "C", "N", "C", "C", "O", "H", "H", "H", "H", "H", "H", "H", "H", "H", "H", "H", "F", "C", "C", "C", "C", "C", "C", "H", "H", "H", "H", "H"], "xyz": [[2.399, -0.888, -1.347], [1.073, -0.823, -0.598], [0.879, 0.796, 0.365], [2.520, 1.235, 1.304], [-0.509, 1.378, -0.178], [-1.172, 2.555, 0.124], [-1.852, 3.121, -1.099], [-0.997, 3.163, 1.174], [3.343, -0.903, -0.770], [2.405, -1.694, -2.092], [2.217, 0.031, -1.820], [0.224, -0.897, -1.289], [0.952, -1.731, -0.165], [2.929, 2.223, 1.158], [2.295, 0.929, 2.393], [3.288, 0.574, 1.031], [-1.211, 3.194, -1.928], [-2.397, 4.057, -0.843], [-2.667, 2.442, -1.388], [-4.462, -0.116, -1.010], [-3.490, -0.713, -0.272], [-3.317, -0.333, 1.088], [-2.474, -1.107, 1.854], [-1.748, -2.186, 1.311], [-1.901, -2.475, -0.056], [-2.732, -1.769, -0.844], [-3.808, 0.490, 1.595], [-2.471, -0.939, 3.006], [-1.314, -2.860, 2.098], [-1.314, -3.259, -0.400], [-2.827, -2.008, -1.855]], "nbo_charge": [-0.611, -0.894, 1.875, -1.123, -1.162, 0.686, -0.710, -0.614, 0.203, 0.213, 0.200, 0.255, 0.229, 0.261, 0.260, 0.242, 0.231, 0.224, 0.231, -0.326, 0.433, -0.297, -0.187, -0.250, -0.197, -0.291, 0.239, 0.219, 0.222, 0.212, 0.227]}

---

(2)
{"formula": "C11H16N2O2", "method": "wB97M-V/def2-TZVPD", "homo_energy_ha": -0.343, "smiles": "CC(=O)[C@@H]1[C@@H](C)CC(=O)N(C)[C@]1(C)C#N", "orbital_gap_ev": 9.810, "e_tot_ev": -18739.219, "elements": ["C", "C", "O", "C", "C", "C", "C", "C", "O", "N", "C", "C", "C", "C", "N", "H", "H", "H", "H", "H", "H", "H", "H", "H", "H", "H", "H", "H", "H", "H", "H"], "xyz": [[2.831, 1.008, -0.325], [1.603, 0.387, -1.101], [1.373, 0.358, -2.289], [0.680, -0.232, -0.042], [-0.100, -1.423, -0.438], [0.642, -2.579, 0.088], [-1.565, -1.502, -0.049], [-2.173, -0.283, -0.722], [-3.179, -0.418, -1.423], [-1.609, 0.884, -0.557], [-2.010, 1.974, -1.451], [-0.428, 1.200, 0.286], [-0.738, 1.221, 1.796], [0.204, 2.440, -0.106], [0.725, 3.442, -0.391], [2.685, 2.010, -0.390], [3.730, 0.783, -0.970], [3.080, 0.468, 0.628], [1.143, -0.319, 1.023], [-0.182, -1.306, -1.578], [0.703, -2.469, 1.146], [1.743, -2.576, -0.360], [0.227, -3.678, -0.131], [-1.743, -1.443, 0.974], [-2.102, -2.363, -0.497], [-1.209, 2.033, -2.189], [-2.819, 1.731, -2.019], [-2.055, 2.921, -0.905], [-1.744, 1.419, 2.115], [0.032, 1.914, 2.197], [-0.457, 0.215, 2.242]], "nbo_charge": [-0.736, 0.595, -0.529, -0.219, -0.297, -0.587, -0.476, 0.681, -0.641, -0.442, -0.410, 0.059, -0.620, 0.267, -0.291, 0.253, 0.241, 0.228, 0.223, 0.242, 0.201, 0.212, 0.229, 0.211, 0.254, 0.206, 0.250, 0.206, 0.244, 0.233, 0.214]}

---

(3)
{"formula": "C11H16N2O8P", "method": "wB97M-V/def2-TZVPD", "homo_energy_ha": -0.465, "smiles": "O=C(O)c1ccncc1[C@@H]1[NH2+][C@H](COP(=O)(O)O)[C@H](O)[C@H]1O", "total_charge": 1, "orbital_gap_ev": 9.595, "e_tot_ev": -40310.648, "elements": ["O", "C", "O", "C", "C", "C", "N", "C", "C", "C", "N", "C", "C", "O", "P", "O", "O", "O", "C", "O", "C", "O", "H", "H", "H", "H", "H", "H", "H", "H", "H", "H", "H", "H", "H", "H", "H", "H"], "xyz": [[0.768, 3.224, -0.654], [-0.156, 3.632, -0.058], [-0.279, 4.868, 0.478], [-1.208, 2.817, 0.423], [-2.451, 3.376, 0.840], [-3.536, 2.429, 1.164], [-3.362, 1.107, 1.086], [-2.139, 0.564, 0.958], [-1.064, 1.441, 0.631], [0.369, 0.730, 0.613], [0.468, -0.334, -0.507], [1.610, -1.241, -0.144], [1.667, -2.648, -0.902], [1.595, -2.450, -2.292], [0.168, -2.366, -2.969], [-0.868, -2.180, -1.926], [0.259, -1.075, -3.905], [-0.220, -3.668, -3.647], [1.560, -1.437, 1.391], [1.100, -2.679, 1.729], [0.757, -0.151, 1.927], [1.435, 0.656, 2.984], [0.492, 5.342, 0.118], [-2.769, 4.417, 0.880], [-4.447, 2.758, 1.414], [-1.985, -0.526, 0.914], [1.142, 1.438, 0.456], [-0.339, -0.950, -0.602], [0.585, 0.155, -1.419], [2.478, -0.689, -0.429], [2.689, -3.030, -0.620], [0.903, -3.380, -0.562], [0.604, -1.323, -4.813], [-0.906, -4.106, -2.987], [2.624, -1.394, 1.614], [1.215, -3.010, 2.620], [-0.181, -0.416, 2.388], [1.422, 0.102, 3.807]], "nbo_charge": [-0.577, 0.768, -0.652, -0.156, -0.159, 0.070, -0.377, 0.024, -0.034, -0.071, -0.548, -0.075, -0.071, -0.810, 2.565, -1.181, -0.959, -0.993, 0.059, -0.723, 0.074, -0.704, 0.504, 0.253, 0.201, 0.205, 0.260, 0.483, 0.453, 0.225, 0.226, 0.233, 0.531, 0.567, 0.198, 0.509, 0.198, 0.484]}

---

(4)
{"formula": "C11H16N2S", "method": "wB97M-V/def2-TZVPD", "homo_energy_ha": [-0.326, -0.266], "orbital_gap_ev": [8.853, 7.172], "e_tot_ev": -25476.916, "elements": ["C", "C", "C", "C", "C", "C", "C", "C", "C", "C", "C", "N", "N", "S", "H", "H", "H", "H", "H", "H", "H", "H", "H", "H", "H", "H", "H", "H", "H", "H"], "xyz": [[-4.125, -2.128, 0.014], [-4.888, -0.971, -0.289], [-2.838, -1.994, 0.340], [-4.340, 0.320, -0.230], [-2.306, -0.751, 0.550], [-3.048, 0.371, 0.347], [-0.847, -0.583, 0.895], [2.310, 0.362, -1.545], [3.495, 0.476, 0.625], [1.094, 0.917, 0.523], [2.240, 0.090, 0.010], [-3.033, 2.448, -1.089], [-0.157, 0.369, 0.090], [-2.351, 2.018, 0.199], [-4.631, -3.194, -0.016], [-5.885, -1.124, -0.642], [-2.220, -2.781, 0.696], [-4.992, 1.233, -0.426], [-0.868, -0.205, 1.972], [-0.287, -1.539, 0.809], [2.855, -0.370, -2.194], [1.159, 0.347, -1.860], [2.816, 1.335, -1.634], [3.365, 0.519, 1.737], [3.815, 1.457, 0.364], [4.247, -0.141, 0.279], [1.046, 1.092, 1.573], [1.174, 1.890, 0.177], [2.257, -1.082, -0.003], [-2.845, 3.493, -1.297]], "nbo_charge": [-0.183, -0.220, -0.217, -0.174, -0.028, -0.224, -0.296, -0.625, -0.601, -0.287, -0.224, -0.953, -0.282, 0.799, 0.220, 0.212, 0.211, 0.253, 0.175, 0.223, 0.210, 0.241, 0.194, 0.203, 0.196, 0.213, 0.174, 0.208, 0.210, 0.371]}

---

(5)
{"formula": "C11H16N3", "method": "wB97M-V/def2-TZVPD", "homo_energy_ha": [-0.431, -0.431], "total_charge": 1, "orbital_gap_ev": [7.750, 6.353], "e_tot_ev": -16124.434, "elements": ["C", "C", "C", "C", "C", "C", "C", "C", "C", "C", "C", "N", "N", "N", "H", "H", "H", "H", "H", "H", "H", "H", "H", "H", "H", "H", "H", "H", "H", "H"], "xyz": [[1.816, 3.580, -2.729], [0.622, 3.841, -3.456], [1.529, 2.357, -2.085], [-3.051, -1.272, 0.523], [-2.420, -0.386, -0.312], [-2.248, -1.939, 1.460], [-1.114, -0.183, -0.268], [-0.914, -1.714, 1.465], [0.422, -3.661, 2.991], [1.745, -0.441, 1.905], [1.082, -0.704, 0.568], [-0.235, 2.836, -3.170], [0.405, 1.873, -2.318], [-0.345, -0.820, 0.617], [2.675, 4.174, -2.556], [0.343, 4.633, -4.133], [2.175, 1.821, -1.397], [-4.180, -1.395, 0.503], [-2.977, 0.173, -1.131], [-2.665, -2.656, 2.210], [-0.792, 0.523, -0.993], [0.513, -3.081, 3.789], [1.000, -3.391, 2.164], [-0.551, -4.138, 2.928], [1.385, -1.159, 2.541], [2.853, -0.420, 1.826], [1.561, 0.551, 2.384], [1.413, -1.720, 0.291], [1.243, -0.046, -0.248], [-1.289, 2.762, -3.367]], "nbo_charge": [-0.359, 0.006, -0.013, -0.083, -0.235, -0.349, 0.057, 0.352, -0.317, -0.625, -0.206, -0.385, -0.334, -0.336, 0.242, 0.236, 0.197, 0.261, 0.251, 0.263, 0.286, 0.161, 0.176, 0.189, 0.212, 0.249, 0.232, 0.214, 0.229, 0.429]}

---

(6)
{"formula": "C11H16N3O9S4Zr", "method": "wB97M-V/def2-TZVPD", "homo_energy_ha": -0.402, "total_charge": 1, "orbital_gap_ev": 7.936, "e_tot_ev": -79181.723, "elements": ["Zr", "O", "C", "O", "C", "O", "C", "C", "O", "O", "H", "H", "H", "H", "H", "O", "C", "S", "C", "C", "S", "S", "S", "O", "N", "O", "O", "N", "C", "C", "N", "C", "C", "H", "H", "H", "H", "H", "H", "H", "H", "H", "H", "H"], "xyz": [[0.730, 0.237, -1.091], [3.756, -2.230, 0.935], [2.974, -1.262, 0.553], [1.901, -1.441, -0.015], [3.484, 0.128, 0.832], [2.418, 1.043, 0.682], [1.654, 1.267, 1.887], [0.504, 0.259, 1.896], [0.306, -0.493, 2.816], [-0.167, 0.290, 0.759], [3.388, -3.093, 0.675], [4.240, 0.360, 0.078], [3.944, 0.179, 1.819], [1.267, 2.283, 1.821], [2.264, 1.145, 2.779], [-3.988, 3.655, 0.906], [-3.149, 3.153, 0.225], [-3.400, 1.628, -0.681], [-1.793, 1.534, -1.366], [-0.936, 2.539, -1.078], [0.740, 2.633, -1.575], [-1.523, 3.816, -0.031], [-1.408, 0.100, -2.295], [2.718, 0.125, -2.145], [2.458, -1.017, -2.702], [3.283, -1.723, -3.164], [1.205, -1.292, -2.685], [-4.112, -1.881, 0.979], [-3.917, -2.045, -0.507], [-2.797, -3.047, -0.763], [-1.560, -2.699, -0.077], [-1.777, -2.562, 1.356], [-2.829, -1.518, 1.688], [-4.459, -2.762, 1.365], [-4.825, -1.175, 1.160], [-3.645, -1.064, -0.891], [-4.870, -2.354, -0.934], [-2.621, -3.088, -1.838], [-3.106, -4.050, -0.452], [-1.261, -1.801, -0.456], [-0.857, -2.261, 1.852], [-2.067, -3.538, 1.760], [-2.533, -0.535, 1.320], [-3.048, -1.457, 2.753]], "nbo_charge": [1.812, -0.604, 0.836, -0.658, -0.187, -0.524, -0.181, 0.776, -0.578, -0.854, 0.524, 0.268, 0.238, 0.241, 0.216, -0.518, 0.216, 0.283, -0.420, -0.393, -0.095, 0.377, -0.134, -0.557, 0.729, -0.267, -0.517, -0.496, -0.249, -0.251, -0.600, -0.264, -0.245, 0.425, 0.439, 0.235, 0.232, 0.243, 0.203, 0.363, 0.264, 0.198, 0.243, 0.234]}